Run 1
Here is one molecule with the formula C5H10S from the OMol25 dataset. Energies are from ωB97M-V/def2-TZVPD.

Geometry as XYZ:
```
16
Properties=species:S:1:pos:R:3
S -2.43 -0.55 -0.52
C 0.49 -0.76 -0.71
C 1.80 -0.65 0.04
C -0.44 1.65 -0.24
C -0.64 0.11 -0.10
C -1.54 -0.44 1.01
H -2.03 0.27 1.63
H 2.61 -1.18 -0.49
H 1.72 -1.00 1.08
H -1.21 2.17 0.35
H 0.60 1.87 0.14
H 2.08 0.37 0.15
H -1.24 -1.44 1.44
H 0.05 -1.82 -0.73
H -0.46 1.92 -1.32
H 0.65 -0.50 -1.74
```

Summary:
SMILES	CC[C@]1(C)CS1
E_LUMO	0.98	eV

***

Run 2
Here is one molecule with the formula C5H10S from the OMol25 dataset. Energies are from ωB97M-V/def2-TZVPD.

Geometry as XYZ:
```
16
Properties=species:S:1:pos:R:3
S 0.35 0.94 -1.00
C 0.50 0.88 1.78
C -0.17 0.15 0.62
C 0.75 -0.70 -0.21
C -1.70 -0.18 0.57
C 0.11 -1.87 -0.89
H -2.25 0.71 0.91
H -0.89 -1.68 -1.18
H 0.69 -2.06 -1.78
H 1.89 -0.61 -0.10
H -2.10 -0.39 -0.47
H -1.90 -1.02 1.28
H -0.14 1.69 1.98
H 0.51 0.19 2.63
H 0.13 -2.67 -0.13
H 1.55 1.21 1.60
```

Summary:
SMILES	C[C@H]1SC1(C)C
E_LUMO	0.94	eV

***

Run 3
Here is one molecule with the formula C5H10S from the OMol25 dataset. Energies are from ωB97M-V/def2-TZVPD.

Geometry as XYZ:
```
16
Properties=species:S:1:pos:R:3
S -0.23 1.04 -1.59
C 0.31 0.55 1.74
C 1.27 -0.53 1.15
C -0.88 -0.30 1.42
C -0.21 -0.76 -1.12
C 0.04 -1.08 0.36
H 0.57 -1.26 -1.76
H -1.13 -0.98 2.23
H -0.07 -2.14 0.53
H 1.59 -1.31 1.89
H -1.83 0.15 1.01
H -1.17 -1.32 -1.36
H 0.45 0.90 2.81
H -0.35 0.89 -2.90
H 2.18 -0.23 0.60
H 0.31 1.40 1.08
```

Summary:
SMILES	SCC1CCC1
E_LUMO	0.86	eV

***

Energies, relative to the best one, in kJ/mol: run 1 0.0; run 2 18.4; run 3 37.8.